Record 1
ORCA calculation (ωB97M-V/def2-TZVPD) on C5H8O in the gas phase.

## Properties
**LUMO energy**: 0.02920 hartree
**ΔE to the lowest compared entry with this formula, charge and spin**: 4.704 eV
**Charge**: 0

Each line ends with the Mulliken charge.
Positions of all 14 atoms, in Å:
C 2.033 0.492 -0.481  -1.069
C 0.922 -0.526 -0.553  0.367
C 0.341 -0.992 0.620  -1.110
C -0.865 -0.841 -0.063  -0.001
C -1.872 0.125 0.494  -0.380
O -1.361 0.861 1.566  -0.479
H 1.625 1.493 -0.300  0.244
H 2.681 0.251 0.367  0.336
H 2.614 0.518 -1.409  0.339
H 0.558 -0.704 -1.577  0.335
H -1.170 -1.381 -0.969  0.514
H -2.179 0.805 -0.316  0.241
H -2.762 -0.468 0.773  0.263
H -0.564 0.368 1.848  0.400

***

Record 2
ORCA calculation (ωB97M-V/def2-TZVPD) on C22H34N2O4 in the gas phase.

## Properties
**LUMO energy**: 0.02615 hartree
**ΔE to the lowest compared entry with this formula, charge and spin**: 1.269 eV
**SMILES**: COc1ccc(CCNC(=O)CCC(=O)N[C@H]2CCC[C@@H](C)[C@@H]2C)cc1OC
**Charge**: 0

Each line ends with the natural charge from an NBO analysis.
Positions of all 62 atoms, in Å:
C 3.712 -4.644 -1.913  -0.249
O 2.932 -3.481 -1.797  -0.513
C 2.952 -2.793 -0.606  0.209
C 3.747 -3.161 0.471  -0.289
C 3.701 -2.477 1.671  -0.151
C 2.862 -1.388 1.827  -0.033
C 2.692 -0.722 3.161  -0.428
C 1.599 -1.467 3.951  -0.215
N 0.356 -1.469 3.220  -0.650
C -0.004 -2.526 2.467  0.688
O 0.519 -3.621 2.545  -0.643
C -1.167 -2.296 1.501  -0.485
C -2.147 -1.168 1.857  -0.503
C -1.612 0.179 1.402  0.699
O -0.808 0.821 2.061  -0.670
N -2.077 0.598 0.216  -0.602
C -1.625 1.809 -0.442  -0.052
C -0.875 1.442 -1.722  -0.406
C -0.373 2.700 -2.417  -0.397
C -1.542 3.627 -2.723  -0.392
C -2.301 4.009 -1.450  -0.214
C -3.440 4.966 -1.799  -0.602
C -2.809 2.748 -0.732  -0.203
C -3.535 3.086 0.569  -0.614
C 2.094 -0.991 0.744  -0.273
C 2.120 -1.670 -0.469  0.320
O 1.258 -1.171 -1.416  -0.532
C 1.467 -1.450 -2.783  -0.240
H 3.506 -5.033 -2.909  0.197
H 4.781 -4.425 -1.826  0.174
H 3.429 -5.393 -1.167  0.181
H 4.401 -4.015 0.389  0.217
H 4.315 -2.811 2.494  0.201
H 2.385 0.317 3.029  0.211
H 3.622 -0.750 3.730  0.215
H 1.443 -0.986 4.921  0.195
H 1.891 -2.509 4.101  0.229
H -0.011 -0.549 2.990  0.428
H -0.720 -2.109 0.520  0.234
H -1.705 -3.244 1.437  0.237
H -2.300 -1.142 2.938  0.239
H -3.108 -1.362 1.377  0.215
H -2.697 0.004 -0.312  0.395
H -0.943 2.295 0.262  0.230
H -1.553 0.903 -2.390  0.185
H -0.045 0.780 -1.474  0.238
H 0.145 2.434 -3.341  0.209
H 0.341 3.213 -1.769  0.198
H -2.229 3.132 -3.415  0.192
H -1.177 4.533 -3.211  0.207
H -1.607 4.526 -0.777  0.196
H -3.900 5.379 -0.906  0.210
H -4.205 4.453 -2.379  0.201
H -3.061 5.794 -2.394  0.210
H -3.506 2.225 -1.399  0.187
H -4.462 3.618 0.374  0.211
H -3.777 2.178 1.117  0.213
H -2.903 3.704 1.204  0.209
H 1.434 -0.140 0.823  0.226
H 0.817 -0.759 -3.322  0.180
H 2.504 -1.271 -3.074  0.180
H 1.196 -2.477 -3.034  0.189

***

Record 3
ORCA calculation (ωB97M-V/def2-TZVPD) on a molecular structure, C46H58FeNO5S.

## Properties
**LUMO energy (alpha / beta)**: 0.08715 / 0.08715 hartree
**<S²>**: 6.012
**Spin multiplicity**: 5
**Charge**: -1

Each line ends with the Löwdin spin population.
Positions of all 112 atoms, in Å:
Fe 2.946 2.194 -0.084  3.674
C 3.477 2.234 3.307  0.002
O 2.578 1.953 2.237  0.025
C 1.442 1.261 2.628  0.001
C 1.497 -0.121 2.798  0.001
C 2.735 -0.921 2.465  0.001
C 2.626 -1.721 1.187  0.004
C 2.786 -3.096 1.183  -0.001
C 2.855 -3.845 0.005  0.005
C 2.793 -3.129 -1.187  0.000
C 2.628 -1.748 -1.223  0.004
C 2.708 -0.987 -2.525  0.001
C 1.440 -0.243 -2.871  0.001
C 0.317 -0.933 -3.299  0.000
C -0.878 -0.286 -3.612  0.001
C -0.936 1.087 -3.416  0.000
C 0.163 1.817 -2.966  0.001
C 0.018 3.288 -2.633  0.001
C -0.686 3.444 -1.302  0.006
C -2.073 3.538 -1.251  -0.001
C -2.771 3.625 -0.052  0.006
C -2.004 3.616 1.111  -0.001
C -0.622 3.514 1.102  0.006
C 0.145 3.421 2.402  0.001
C 0.264 1.966 2.810  0.001
C -0.851 1.277 3.290  0.000
C -0.820 -0.087 3.541  0.001
C 0.362 -0.768 3.254  0.000
C -2.017 -0.854 4.103  0.000
C -3.197 0.066 4.415  0.000
C -1.602 -1.558 5.404  0.000
C -2.477 -1.902 3.080  0.000
C 0.078 3.427 -0.121  0.008
O 1.391 3.364 -0.166  0.074
C -4.295 3.709 0.035  0.001
C -4.710 5.019 0.719  0.000
C -4.955 3.661 -1.344  0.000
C -4.827 2.524 0.858  0.000
C 1.354 1.141 -2.753  0.001
O 2.488 1.860 -2.404  0.022
C 3.262 2.278 -3.518  0.002
C -2.058 -1.097 -4.150  0.000
C -1.628 -1.826 -5.432  0.000
C -3.260 -0.215 -4.487  0.000
C -2.492 -2.128 -3.099  0.000
C 2.502 -1.007 -0.030  0.005
O 2.293 0.275 -0.030  0.041
C 3.097 -5.353 0.069  0.001
C 1.993 -6.032 0.890  0.000
C 4.455 -5.630 0.737  0.000
C 3.119 -5.993 -1.319  0.000
H 3.619 1.350 3.931  0.000
H 4.430 2.520 2.866  0.001
H 3.081 3.045 3.925  0.000
H 3.584 -0.243 2.357  0.000
H 2.955 -1.606 3.287  0.000
H 2.881 -3.599 2.143  0.000
H 2.894 -3.647 -2.135  0.000
H 3.525 -0.268 -2.443  0.000
H 2.949 -1.688 -3.328  0.000
H 0.393 -2.014 -3.376  0.000
H -1.859 1.627 -3.587  0.000
H 1.001 3.749 -2.565  0.000
H -0.562 3.790 -3.410  0.000
H -2.611 3.544 -2.194  0.000
H -2.499 3.689 2.077  0.000
H 1.137 3.844 2.262  0.000
H -0.380 3.987 3.176  0.000
H -1.763 1.843 3.436  0.000
H 0.411 -1.849 3.361  0.000
H -2.920 0.843 5.132  0.000
H -3.579 0.547 3.511  0.000
H -4.009 -0.522 4.850  0.000
H -1.222 -0.832 6.126  0.000
H -2.458 -2.074 5.847  0.000
H -0.816 -2.295 5.223  0.000
H -2.778 -1.417 2.149  0.000
H -1.677 -2.606 2.845  0.000
H -3.329 -2.468 3.470  0.000
H -4.362 5.878 0.141  0.000
H -5.800 5.079 0.808  0.000
H -4.283 5.093 1.721  0.000
H -4.634 4.498 -1.969  0.000
H -4.718 2.730 -1.865  0.000
H -6.041 3.720 -1.232  0.000
H -4.456 2.559 1.885  0.000
H -5.921 2.539 0.891  0.000
H -4.502 1.579 0.416  0.000
H 2.730 3.038 -4.097  0.000
H 4.189 2.690 -3.123  0.001
H 3.487 1.430 -4.170  0.000
H -1.288 -1.108 -6.182  0.000
H -0.812 -2.524 -5.239  0.000
H -2.468 -2.390 -5.849  0.000
H -3.007 0.534 -5.241  0.000
H -4.067 -0.836 -4.885  0.000
H -3.639 0.301 -3.602  0.000
H -1.674 -2.805 -2.845  0.000
H -2.805 -1.626 -2.181  0.000
H -3.329 -2.726 -3.472  0.000
H 1.952 -5.635 1.906  0.000
H 1.017 -5.870 0.426  0.000
H 2.172 -7.111 0.955  0.000
H 4.468 -5.272 1.768  0.000
H 4.670 -6.704 0.744  0.000
H 5.253 -5.119 0.194  0.000
H 2.179 -5.827 -1.851  0.000
H 3.934 -5.597 -1.928  0.000
H 3.268 -7.072 -1.221  0.000
O 6.521 1.641 1.679  0.039
S 6.061 1.465 0.305  0.046
N 4.855 2.122 -0.181  0.018

***

Record 4
ORCA calculation (ωB97M-V/def2-TZVPD) on a molecular structure, C24H34AsIrN2O5S3.

## Properties
**LUMO energy (alpha / beta)**: 0.00732 / -0.03429 hartree
**<S²>**: 6.011
**ΔE to the lowest compared entry with this formula, charge and spin**: 0.220 eV
**Spin multiplicity**: 5
**Charge**: 0

Each line ends with the natural charge from an NBO analysis.
Positions of all 70 atoms, in Å:
Ir 0.221 0.992 0.322  1.158
O 2.430 0.939 4.050  -0.506
C 1.886 1.139 3.020  0.798
O 0.773 1.411 2.544  -0.710
C 3.212 1.076 1.477  0.811
O 4.321 1.121 1.891  -0.521
O 2.558 1.026 0.437  -0.709
C 1.441 0.547 -2.520  -0.434
N 0.428 1.482 -1.987  -0.459
C -0.857 1.237 -2.655  -0.426
C 0.868 2.872 -2.153  -0.236
C 0.173 3.803 -1.182  -0.232
N 0.491 3.459 0.206  -0.458
C -0.469 4.070 1.131  -0.414
C 1.845 3.900 0.570  -0.426
H 1.627 0.748 -3.584  0.177
H 1.080 -0.470 -2.398  0.242
H 2.368 0.650 -1.958  0.231
H -0.759 1.364 -3.742  0.183
H -1.612 1.929 -2.287  0.196
H -1.179 0.220 -2.437  0.239
H 0.685 3.209 -3.179  0.194
H 1.946 2.902 -1.990  0.217
H -0.909 3.734 -1.307  0.205
H 0.461 4.839 -1.399  0.193
H -0.433 5.166 1.076  0.181
H -0.238 3.755 2.148  0.230
H -1.474 3.742 0.885  0.196
H 1.946 4.986 0.442  0.178
H 2.594 3.394 -0.033  0.221
H 2.033 3.651 1.613  0.219
C -3.592 2.225 -0.196  -0.955
As -2.314 1.009 0.630  0.967
C -2.749 1.378 2.493  -0.956
C -3.268 -0.643 0.279  -0.943
H -4.578 2.015 0.218  0.228
H -3.616 2.054 -1.270  0.227
H -3.340 3.266 -0.004  0.223
H -3.663 0.865 2.781  0.223
H -2.884 2.453 2.614  0.226
H -1.924 1.057 3.125  0.251
H -4.089 -0.737 0.987  0.221
H -2.590 -1.488 0.365  0.261
H -3.659 -0.607 -0.736  0.229
O -0.156 -1.027 -0.259  -0.919
C 0.297 -2.329 0.003  0.243
C -0.482 -3.266 -0.940  -0.199
C -0.842 -4.575 -0.826  -0.271
C -1.535 -5.072 -1.975  -0.250
C -1.692 -4.126 -2.937  -0.435
S -1.015 -2.631 -2.452  0.436
C -0.005 -2.705 1.447  -0.235
C 0.378 -3.792 2.173  -0.262
C -0.131 -3.778 3.508  -0.250
C -0.890 -2.677 3.761  -0.429
S -0.985 -1.666 2.389  0.470
C 1.796 -2.493 -0.292  -0.239
C 2.388 -2.802 -1.483  -0.271
C 3.815 -2.758 -1.431  -0.261
C 4.276 -2.451 -0.186  -0.425
S 2.991 -2.228 0.913  0.479
H -0.628 -5.174 0.050  0.232
H -1.900 -6.088 -2.065  0.222
H -2.183 -4.224 -3.897  0.235
H 1.038 -4.560 1.786  0.232
H 0.076 -4.546 4.243  0.223
H -1.381 -2.397 4.683  0.239
H 1.824 -3.043 -2.377  0.230
H 4.459 -2.968 -2.275  0.221
H 5.300 -2.364 0.150  0.241

***

Record 5
ORCA calculation (ωB97M-V/def2-TZVPD) on 2 unconnected molecules or ions with the total composition C5H12.

## Properties
**LUMO energy**: 0.03865 hartree
**ΔE to the lowest compared entry with this formula, charge and spin**: 0.995 eV
**SMILES**: C=C(C)C.C
**Charge**: 0

Each line ends with the natural charge from an NBO analysis.
Positions of all 17 atoms, in Å:
C -0.684 -1.609 0.565  -0.428
C 0.123 -0.930 -0.250  0.040
C -0.349 -0.422 -1.592  -0.652
C 1.548 -0.611 0.131  -0.652
H -1.717 -1.819 0.296  0.195
H -0.347 -1.955 1.540  0.195
H -0.021 -1.088 -2.399  0.222
H 0.063 0.572 -1.805  0.212
H -1.441 -0.350 -1.630  0.219
H 1.690 -0.663 1.216  0.219
H 2.246 -1.314 -0.340  0.222
H 1.831 0.396 -0.199  0.212
C -0.589 1.960 0.894  -0.862
H -1.534 2.488 0.745  0.212
H 0.095 2.202 0.074  0.204
H -0.135 2.255 1.842  0.212
H -0.778 0.887 0.913  0.230

***

Record 6
ORCA calculation (ωB97M-V/def2-TZVPD) on C4H8O2 in the gas phase.

## Properties
**LUMO energy**: 0.03923 hartree
**ΔE to the lowest compared entry with this formula, charge and spin**: 2.346 eV
**SMILES**: OCC[C@H]1CO1
**Charge**: 0

Each line ends with the natural charge from an NBO analysis.
Positions of all 14 atoms, in Å:
O -0.326 -2.093 0.489  -0.741
C -0.662 -0.952 1.255  -0.052
C -0.109 0.424 0.785  -0.459
C -0.127 0.403 -0.717  0.048
C 0.808 1.211 -1.518  -0.107
O 0.997 -0.191 -1.368  -0.517
H 0.376 -2.006 -0.170  0.491
H -1.756 -0.918 1.199  0.164
H -0.406 -1.155 2.306  0.172
H -0.770 1.247 1.121  0.223
H 0.894 0.638 1.182  0.214
H -1.079 0.019 -1.071  0.196
H 1.536 1.800 -0.958  0.179
H 0.623 1.573 -2.535  0.192

***

| no. | maximum force (eV/Å) |
| --- | --- |
| 1 | 0.48 |
| 2 | 0.71 |
| 3 | 1.80 |
| 4 | 0.71 |
| 5 | 0.32 |
| 6 | 0.70 |